#a
ORCA calculation (ωB97M-V/def2-TZVPD) on an isolated molecule of C2H6N2O.

Geometry (Å):
N 1.615 -0.871 -0.402
N 0.973 -0.839 0.804
C -0.144 -0.206 0.831
C -0.690 0.651 -0.264
O -2.034 0.943 0.006
H 2.555 -1.201 -0.186
H 1.587 -0.031 -0.964
H -0.636 -0.239 1.785
H -0.174 1.642 -0.378
H -0.552 0.101 -1.193
H -2.499 0.051 -0.039

Computed properties:
SMILES string	N/N=C\CO
net charge	0
orbital gap	0.3661	hartree

These are the Löwdin partial charges, in e, on atoms 1 to 6: number 1, N, carries -0.014; number 2, N, carries -0.060; number 3, C, carries -0.177; number 4, C, carries -0.296; number 5, O, carries -0.085; number 6, H, carries 0.086

#b
ORCA calculation (ωB97M-V/def2-TZVPD) on an isolated molecule of C2H6N2O.

Geometry (Å):
N -1.040 -0.852 -0.046
N -1.258 0.555 -0.347
C -0.113 1.174 -0.276
C 1.054 0.491 0.208
O 1.325 -0.814 -0.558
H -0.948 -1.113 1.020
H -1.900 -1.384 -0.217
H -0.198 2.044 -0.835
H 1.917 1.255 0.455
H 0.675 -0.103 1.178
H 0.485 -1.255 -0.581

Computed properties:
SMILES string	N/N=C\CO
net charge	0
orbital gap	0.3801	hartree

These are the Löwdin partial charges, in e, on atoms 1 to 6: number 1, N, carries -0.088; number 2, N, carries 0.013; number 3, C, carries -0.187; number 4, C, carries -0.189; number 5, O, carries -0.129; number 6, H, carries 0.141

Energy relative to the most stable one, in kJ/mol: #a 0.0; #b 167.0

#a
ORCA calculation (ωB97M-V/def2-TZVPD) on an isolated molecule of C2H3N2OP.

Geometry (Å):
O -1.109 -1.420 0.214
C -1.958 -0.577 0.146
N -1.705 0.761 -0.233
N -0.436 0.922 -0.148
C 0.634 0.446 0.089
P 2.201 -0.276 -0.077
H -3.091 -0.807 0.007
H 2.896 0.337 1.151
H 2.569 0.615 -1.150

Computed properties:
SMILES string	O=C/N=N\C#[PH2]
net charge	0
orbital gap	0.3400	hartree

These are the Löwdin partial charges, in e, on atoms 1 to 6: number 1, O, carries -0.001; number 2, C, carries -0.372; number 3, N, carries 0.002; number 4, N, carries -0.057; number 5, C, carries -0.388; number 6, P, carries 0.805

#b
ORCA calculation (ωB97M-V/def2-TZVPD) on an isolated molecule of C2H3N2OP.

Geometry (Å):
P -0.156 1.655 -0.474
C 0.395 0.003 0.396
N 1.500 -0.593 0.125
N 1.480 -1.726 0.864
C 0.409 -1.802 1.545
O -0.366 -0.718 1.317
H -1.244 0.985 -0.974
H 0.874 1.345 -1.347
H 0.322 -2.540 2.431

Computed properties:
SMILES string	Pc1nnco1
net charge	0
orbital gap	0.3927	hartree

These are the Löwdin partial charges, in e, on atoms 1 to 6: number 1, P, carries 0.862; number 2, C, carries -0.573; number 3, N, carries 0.013; number 4, N, carries 0.004; number 5, C, carries -0.218; number 6, O, carries -0.002

Energy relative to the most stable one, in kJ/mol: #a 143.5; #b 0.0

#a
ORCA calculation (ωB97M-V/def2-TZVPD) on an isolated molecule of C3H9NS.

Geometry (Å):
C -2.136 -0.258 -0.695
N -0.701 0.045 -0.612
C -0.132 -0.466 0.619
S 1.649 -0.871 0.583
C 2.286 0.787 0.318
H -2.687 0.190 0.131
H -2.454 0.125 -1.658
H -2.335 -1.330 -0.567
H -0.207 -0.470 -1.327
H -0.605 -1.392 0.977
H -0.178 0.248 1.447
H 2.745 0.879 -0.667
H 3.156 0.905 0.975
H 1.597 1.608 0.476

Computed properties:
SMILES string	CNCSC
net charge	0
orbital gap	0.3568	hartree

These are the Löwdin partial charges, in e, on atoms 1 to 6: number 1, C, carries -0.136; number 2, N, carries -0.169; number 3, C, carries -0.586; number 4, S, carries 0.794; number 5, C, carries -0.437; number 6, H, carries 0.078

#b
ORCA calculation (ωB97M-V/def2-TZVPD) on a cluster of 3 separate species, C3H9NS in total.

Geometry (Å):
C 0.771 -0.206 -0.584
C -0.312 1.017 -0.295
C -1.211 0.620 0.679
H 2.490 -0.268 0.795
H 0.938 -2.157 0.268
H 0.464 -0.924 -1.289
H 1.501 0.392 -1.081
H -0.370 1.401 -1.323
H 0.264 1.840 0.060
H -1.968 1.335 1.212
H -0.433 0.027 1.523
H -1.211 -1.650 -0.437
N 1.224 -0.802 0.578
S -2.147 -0.625 -0.105

Computed properties:
net charge	0
orbital gap	0.3039	hartree

These are the Löwdin partial charges, in e, on atoms 1 to 6: number 1, C, carries -0.478; number 2, C, carries -0.384; number 3, C, carries -0.676; number 4, H, carries 0.233; number 5, H, carries 0.231; number 6, H, carries 0.052

Energy relative to the most stable one, in kJ/mol: #a 0.0; #b 538.9

#a
ORCA calculation (ωB97M-V/def2-TZVPD) on a cluster of 2 separate species, C3H9NS in total.

Geometry (Å):
C 1.476 0.808 1.521
N 1.183 1.933 0.893
H 0.750 0.461 2.407
H 2.501 0.318 1.507
H 2.145 2.265 0.632
C -1.322 0.135 -1.933
S -0.337 -1.356 -1.552
C -0.425 -1.502 0.267
H -0.712 1.007 -2.159
H -2.016 0.477 -1.041
H -2.090 0.071 -2.701
H 0.451 -2.007 0.784
H -0.263 -0.518 0.787
H -1.341 -2.091 0.589

Computed properties:
SMILES string	C=N.CSC
net charge	0
orbital gap	0.3417	hartree

These are the Löwdin partial charges, in e, on atoms 1 to 6: number 1, C, carries -0.180; number 2, N, carries 0.002; number 3, H, carries 0.104; number 4, H, carries 0.077; number 5, H, carries 0.043; number 6, C, carries -0.452

#b
ORCA calculation (ωB97M-V/def2-TZVPD) on a structure of composition C3H9NS.

Geometry (Å):
C 1.706 -2.382 0.436
S 0.923 -0.973 -0.393
H 2.136 -3.180 -0.172
H 0.981 -2.825 1.107
H 2.550 -2.020 0.997
C -0.868 2.197 -0.880
C -1.100 0.024 0.371
N -0.679 1.268 0.209
H -1.742 2.831 -0.689
H 0.010 2.796 -1.054
H -1.179 1.667 -1.773
H -1.599 -0.467 -0.442
H -0.994 -0.529 1.283
H -0.144 1.594 1.001

Computed properties:
net charge	0
orbital gap	0.2900	hartree

These are the Löwdin partial charges, in e, on atoms 1 to 6: number 1, C, carries -0.572; number 2, S, carries 0.503; number 3, H, carries 0.012; number 4, H, carries 0.004; number 5, H, carries -0.007; number 6, C, carries -0.074

Energy relative to the most stable one, in kJ/mol: #a 26.4; #b 0.0

#a
ORCA calculation (ωB97M-V/def2-TZVPD) on an isolated molecule of C3H9NS.

Geometry (Å):
C -0.067 -0.850 -1.362
C 0.172 0.244 -0.291
N -0.965 1.091 -0.016
C 0.629 -0.379 1.015
S 1.304 0.827 2.197
H 0.247 -1.832 -0.993
H 0.503 -0.703 -2.281
H -1.113 -0.962 -1.648
H 0.980 0.877 -0.654
H -1.276 1.607 -0.828
H -1.755 0.540 0.302
H -0.221 -0.875 1.502
H 1.363 -1.162 0.845
H 0.199 1.578 2.213

Computed properties:
SMILES string	C[C@@H](N)CS
net charge	0
orbital gap	0.3623	hartree

These are the Löwdin partial charges, in e, on atoms 1 to 6: number 1, C, carries -0.062; number 2, C, carries -0.539; number 3, N, carries 0.010; number 4, C, carries -0.564; number 5, S, carries 0.687; number 6, H, carries 0.065

#b
ORCA calculation (ωB97M-V/def2-TZVPD) on an isolated molecule of C3H9NS.

Geometry (Å):
N -2.256 1.042 -1.434
C -1.610 -0.233 -1.000
C -0.202 0.051 -0.538
C 0.205 -0.579 0.789
S 1.977 -0.176 1.240
H -2.006 1.163 -2.422
H -3.246 0.834 -1.586
H -1.575 -0.979 -1.808
H -2.267 -0.742 -0.290
H -0.144 1.131 -0.355
H 0.555 -0.210 -1.279
H -0.454 -0.230 1.582
H 0.194 -1.652 0.771
H 2.141 0.652 0.195

Computed properties:
SMILES string	NCCCS
net charge	0
orbital gap	0.3673	hartree

These are the Löwdin partial charges, in e, on atoms 1 to 6: number 1, N, carries -0.019; number 2, C, carries -0.295; number 3, C, carries -0.305; number 4, C, carries -0.544; number 5, S, carries 0.658; number 6, H, carries 0.067

Energy relative to the most stable one, in kJ/mol: #a 0.0; #b 35.6

#a
ORCA calculation (ωB97M-V/def2-TZVPD) on a cluster of 2 separate species, C3H9NS in total.

Geometry (Å):
C 4.205 -0.592 1.937
N 3.505 -0.353 0.911
H 4.940 -1.389 2.044
H 4.159 0.210 2.676
H 3.483 -1.116 0.244
C -0.826 0.029 0.577
C -0.989 0.176 -0.940
S -2.755 0.433 -1.365
H -1.099 -0.996 0.833
H -1.412 0.791 1.086
H 0.165 0.079 1.036
H -0.683 -0.774 -1.376
H -0.365 0.938 -1.399
H -3.250 0.371 -0.147

Computed properties:
SMILES string	C=N.CCS
net charge	0
orbital gap	0.3658	hartree

These are the Löwdin partial charges, in e, on atoms 1 to 6: number 1, C, carries -0.145; number 2, N, carries 0.008; number 3, H, carries 0.061; number 4, H, carries 0.055; number 5, H, carries 0.030; number 6, C, carries -0.193

#b
ORCA calculation (ωB97M-V/def2-TZVPD) on an isolated molecule of C3H9NS.

Geometry (Å):
C -1.964 0.495 -0.223
C 1.879 -0.960 0.039
C -0.792 -0.437 0.000
N 0.931 1.526 0.529
S 0.771 0.414 -0.546
H -1.786 1.428 0.308
H -2.084 0.714 -1.282
H -2.886 0.052 0.149
H 2.895 -0.697 -0.235
H 1.590 -1.886 -0.445
H 1.797 -1.034 1.118
H -0.883 -1.353 -0.581
H -0.673 -0.667 1.057
H 1.203 2.405 0.111

Computed properties:
net charge	0
orbital gap	0.3457	hartree

These are the Löwdin partial charges, in e, on atoms 1 to 6: number 1, C, carries -0.167; number 2, C, carries -0.269; number 3, C, carries -0.424; number 4, N, carries -0.400; number 5, S, carries 0.828; number 6, H, carries 0.060

#c
ORCA calculation (ωB97M-V/def2-TZVPD) on a structure of composition C3H9NS.

Geometry (Å):
C -0.282 1.044 -0.471
C 0.791 -0.079 -1.017
C 0.763 -1.224 0.094
H -2.071 0.350 -0.451
H -1.667 1.025 1.037
H 0.408 1.484 0.284
H -0.786 1.848 -1.106
H 1.760 0.405 -1.213
H 0.410 -0.718 -1.941
H 1.104 -2.292 -0.245
H -0.546 -1.163 0.596
H -0.021 -0.524 2.347
N -1.249 0.413 0.371
S 1.384 -0.569 1.715

Computed properties:
net charge	0
orbital gap	0.3421	hartree

These are the Löwdin partial charges, in e, on atoms 1 to 6: number 1, C, carries -0.329; number 2, C, carries -0.251; number 3, C, carries -0.623; number 4, H, carries 0.171; number 5, H, carries 0.064; number 6, H, carries 0.067

#d
ORCA calculation (ωB97M-V/def2-TZVPD) on a structure of composition C3H9NS.

Geometry (Å):
C 1.009 -0.803 0.181
C 0.052 0.194 -0.306
C -0.959 0.816 0.576
H 2.051 -0.296 0.603
H 1.448 -1.232 -0.858
H 0.685 -1.795 0.800
H 0.423 1.132 -0.711
H -1.198 -1.195 -1.360
H -0.247 -0.355 -2.401
H -1.113 2.096 -0.009
H -2.075 0.282 0.568
H 1.169 0.230 2.064
N -0.809 -0.352 -1.460
S -0.436 1.277 2.314

Computed properties:
net charge	0
orbital gap	0.3141	hartree

These are the Löwdin partial charges, in e, on atoms 1 to 6: number 1, C, carries -0.185; number 2, C, carries -0.625; number 3, C, carries -0.642; number 4, H, carries 0.101; number 5, H, carries 0.111; number 6, H, carries 0.135

Energy relative to the most stable one, in kJ/mol: #a 0.0; #b 20.8; #c 220.5; #d 377.8